(1)
DFT (the ωB97M-V functional and the def2-TZVPD basis) results for a molecular structure, C23H77B2BeCuN9O14 at a distorted geometry.

Each line ends with the Löwdin charge.
Positions of all 127 atoms, in Å:
C (2.94665, -0.61316, -1.79422)  -0.24
O (-0.43505, 1.34620, -0.90109)  -0.12
O (2.15583, -6.14274, -1.15714)  -0.12
O (-3.79116, 0.15116, -7.04400)  -0.14
H (4.86829, -1.44453, -0.59828)  0.08
O (0.71995, 4.61683, -4.84827)  -0.23
H (-3.15596, 4.03620, 5.87063)  0.13
O (-5.41552, -5.24609, 1.97885)  -0.16
H (2.08096, 4.55035, 2.85402)  0.11
H (2.05159, -5.42511, 5.87931)  0.07
C (4.66985, -0.50528, -0.06054)  -0.06
H (0.47066, 5.06158, -6.97009)  0.09
H (-1.79303, -4.65284, 1.95535)  0.12
C (3.23063, -0.10960, -0.36612)  -0.35
H (3.09754, 0.95128, -0.45931)  0.12
H (-5.25519, -0.59706, -4.18353)  0.11
H (2.49481, -1.63904, -1.74801)  0.12
O (3.34398, 1.40367, 2.93380)  -0.10
H (0.91901, 0.53285, 5.72782)  0.07
N (2.08339, -0.53237, 0.56900)  0.05
H (-5.65226, -1.24326, -5.67149)  0.12
C (-0.42319, 2.28752, -1.77582)  -0.62
C (0.71703, -5.03159, 4.52789)  -0.71
O (1.55193, 3.13981, 1.50138)  -0.09
H (-3.51222, -4.71586, 3.43447)  0.13
H (3.86365, -2.38980, 2.65346)  -0.01
H (2.46499, -4.18499, 3.86838)  0.06
H (-5.82364, -3.46837, 2.81454)  0.15
C (-2.41072, 4.29613, 5.12876)  -0.27
O (-4.19303, -2.29183, -4.67919)  -0.09
O (3.09940, -0.45457, 5.92970)  -0.03
H (1.26503, 3.54344, -6.60573)  0.08
C (1.93178, 5.36850, -4.70856)  -0.20
H (-0.96684, 1.20922, -3.34568)  0.06
H (1.84623, 6.39397, -5.16052)  0.13
H (1.42484, 5.98266, -2.70428)  0.11
H (1.72818, -7.01983, -1.25395)  0.10
H (-4.56514, -2.16929, 3.96128)  0.07
C (-2.32687, 5.79529, 5.22535)  -0.29
H (-7.43850, -5.33469, 1.95772)  0.10
H (-1.42152, 6.08723, 4.62782)  0.13
H (-1.31055, -0.74056, -2.82783)  0.11
H (3.93572, -5.16131, -1.68512)  0.12
H (1.72892, -5.64842, -3.75148)  0.13
H (1.19209, 3.13302, 3.56849)  0.11
Cu (0.06178, -0.32593, -0.32088)  0.26
N (-0.73652, 2.16227, -3.02194)  0.19
H (0.02780, 4.17362, -2.36324)  0.11
H (-3.91353, 5.68280, 4.14493)  0.10
H (1.31697, -1.03979, -3.87661)  0.07
H (-2.30604, 6.00689, 6.28967)  0.12
H (-1.64752, -9.13605, -3.48908)  -0.06
O (-3.41179, 6.40245, 4.61510)  -0.06
H (4.98791, -0.72678, 0.97065)  0.05
H (2.70395, 0.06603, -4.32601)  0.09
H (-2.71316, -0.42704, -5.36347)  0.11
H (-0.55668, -4.91292, -1.29266)  0.12
H (6.14655, 10.49064, 2.23006)  0.02
H (-6.61282, -5.84493, 0.42718)  0.10
N (1.62906, -4.70430, 3.63139)  0.17
H (3.61340, 6.96290, -2.18935)  0.07
H (-4.07276, -2.86835, -5.44210)  0.09
H (2.02701, -1.54214, 0.82927)  0.05
N (0.94268, -0.01262, 6.54038)  0.16
Be (-2.18664, -2.56927, 0.94404)  -0.12
C (-4.76932, -1.02905, -5.05291)  -0.25
H (-1.37419, 3.98865, 5.19684)  0.11
N (1.17245, -5.01625, 5.82326)  0.16
C (0.48016, 4.22542, -6.26454)  -0.06
C (2.57968, -5.02361, -3.34301)  -0.24
H (1.90864, 2.26791, 1.30478)  0.04
H (-6.79683, -4.10160, 0.80311)  0.10
H (0.53772, -5.38055, 6.51150)  0.10
H (4.18511, 3.18091, 2.61003)  0.13
C (-6.63786, -5.11708, 1.25241)  -0.08
H (-0.21620, 2.70376, -3.67478)  0.09
C (3.30942, 6.74478, -3.20127)  -0.05
H (3.27836, -4.82473, -4.16544)  0.13
N (-2.62554, -4.08493, 1.67885)  0.02
H (1.14549, 0.80559, -4.01024)  0.07
C (1.95887, 3.48182, 2.84319)  -0.19
B (-0.62852, -2.92856, -0.13389)  0.11
C (3.33165, 2.79053, 3.20266)  -0.22
N (2.87364, 4.48405, -2.51735)  0.05
H (3.29342, 4.81548, -1.68258)  0.06
H (2.92842, 7.59852, -3.72826)  0.06
C (2.25603, 5.57601, -3.21571)  -0.44
H (-0.47455, 3.72676, -6.36194)  0.08
H (-2.61541, 4.39034, 3.13852)  0.11
B (-2.91665, -0.97278, 1.11632)  0.20
H (1.32563, -4.85074, 2.69999)  0.09
O (1.98862, 0.22643, -2.34334)  -0.24
H (1.42950, -4.00659, -2.25053)  0.01
H (3.74969, -6.65230, -2.45076)  0.13
O (-2.89643, 3.83927, 3.90056)  -0.08
H (-2.57471, -5.00806, -1.09061)  0.13
H (3.85129, -0.58214, -2.41631)  0.13
H (-6.76037, 7.49810, -9.30332)  0.04
H (-3.86498, -3.41549, 4.88919)  0.08
H (3.38107, 2.99182, 4.26986)  0.12
H (4.17651, 6.44122, -3.82424)  0.09
C (1.77796, -0.06916, -3.76292)  -0.05
H (-4.66118, 0.51111, -7.23111)  0.02
N (2.43953, -1.33287, 7.83797)  0.18
C (-3.71038, -2.82393, 4.02140)  -0.03
H (-2.82973, -2.18192, 4.20214)  0.09
H (2.69387, 4.84744, -5.31647)  0.13
H (5.31476, 0.21080, -0.59007)  0.09
N (-0.03275, 3.54251, -1.55616)  0.20
H (2.24291, 3.71512, -2.26995)  0.06
H (1.76415, -1.65902, 8.47125)  0.09
C (3.13209, -5.74682, -2.15304)  -0.25
C (-3.65361, -3.82441, 2.82939)  -0.30
H (3.59984, 0.88606, 3.70358)  0.07
H (-5.01716, -3.40512, 1.19646)  0.13
H (0.34565, 0.21453, 7.32216)  0.10
O (2.09335, -3.75315, -2.89911)  -0.11
C (-5.00478, -3.94382, 2.18123)  -0.29
H (-4.72953, 2.97850, -8.00650)  0.06
C (-3.73964, -0.03635, -5.57496)  -0.21
H (2.25844, -0.01057, 1.46172)  0.07
H (3.31594, -1.73911, 8.03122)  0.10
H (0.25676, 3.65646, -0.58683)  0.11
H (-3.03969, -4.77403, 1.01587)  0.07
C (2.18131, -0.61345, 6.75111)  -0.65
H (-3.86238, 0.95420, -5.09390)  0.11
O (-0.41769, -5.34816, 4.20037)  0.01

Forces on atoms 1 to 6 (eV/Å):
C -0.6 -0.7 0.9
O -0.8 3.6 -1.2
O -0.1 0.6 -0.1
O 0.2 -0.3 1.5
H -0.1 0.0 0.2
O -0.5 -0.3 -1.7

Values from the calculation:
- Largest force on an atom: 5.04 eV/Å
- Gap between HOMO and LUMO: 0.91 eV
- Calculated total energy: -4171.70447 a.u.
- ΔE to the lowest compared entry with this formula, charge and spin: 0.000 eV
- Spin multiplicity: 1
- Total charge: +1

(2)
DFT (the ωB97M-V functional and the def2-TZVPD basis) results for a molecular structure, C24F20GeS5SbTc.

Each line ends with the natural charge from an NBO analysis.
Positions of all 52 atoms, in Å:
C (5.40771, 0.91443, -0.14998)  0.26
C (-0.95441, -0.76186, -4.53166)  0.35
Sb (-2.90119, 2.48880, 5.55364)  1.35
F (-2.45583, -0.73681, 1.65587)  -0.29
C (-5.19506, 1.95107, 0.23124)  0.28
C (2.08521, -4.14997, 0.68780)  0.27
Tc (-1.26955, 1.94209, 2.10091)  0.21
F (1.63446, -5.45574, 2.58228)  -0.24
C (4.31287, 2.46998, -1.64117)  0.26
C (1.55094, -4.30114, 1.96618)  0.34
F (1.12505, -0.94831, -5.61050)  -0.25
F (6.49826, 0.48876, 0.45789)  -0.26
F (0.42966, -3.34941, 3.81163)  -0.27
C (1.08985, -0.60666, -3.28929)  0.43
C (-3.07021, 1.50210, 1.32330)  -0.32
C (-0.98785, -0.42224, -2.16922)  0.41
C (3.03452, 0.69398, -0.58836)  -0.67
F (-4.72201, -1.63301, 0.48081)  -0.26
F (0.28610, -0.97590, 2.56721)  -0.34
F (6.60398, 2.63205, -1.19403)  -0.24
F (-6.08546, 2.80533, -0.22530)  -0.25
C (5.46414, 2.01617, -0.99943)  0.35
C (-5.42840, 0.57948, 0.11284)  0.36
S (-1.60020, 4.02539, 6.29590)  -0.32
C (3.12569, 1.80243, -1.42124)  0.42
C (-4.50220, -0.33969, 0.60040)  0.32
F (-2.99938, -0.56178, -3.36916)  -0.27
C (0.39637, -0.43321, -2.09914)  -0.65
C (4.19580, 0.27503, 0.04682)  0.43
F (-6.52356, 0.15886, -0.45889)  -0.23
F (4.15724, -0.78059, 0.86190)  -0.30
Ge (1.37049, -0.25224, -0.44653)  1.60
C (1.36450, -1.82794, 0.66460)  -0.63
C (0.43818, -0.77657, -4.49979)  0.27
F (2.01440, 2.23090, -2.03648)  -0.31
F (2.67989, -5.15935, 0.08723)  -0.25
S (-4.74562, 1.44881, 5.18617)  -0.33
C (-1.67609, -0.57981, -3.35390)  0.26
F (-1.70207, -0.25383, -1.02914)  -0.34
F (2.49522, -2.74330, -1.15631)  -0.29
F (2.42265, -0.61583, -3.27469)  -0.29
C (-3.35161, 0.13606, 1.19330)  0.34
C (-4.03205, 2.39443, 0.82791)  0.35
S (-1.50468, 3.90519, 2.34962)  0.46
F (4.36409, 3.51748, -2.44242)  -0.26
F (-1.58824, -0.92083, -5.66771)  -0.24
S (-1.27780, 0.99664, 3.98889)  0.00
C (0.85682, -2.01233, 1.93208)  0.41
S (0.11285, 1.65556, 0.50280)  -0.04
F (-3.85562, 3.70964, 0.92336)  -0.29
C (0.93365, -3.22311, 2.59303)  0.26
C (1.97853, -2.91921, 0.06874)  0.41

Forces on atoms 1 to 6 (eV/Å):
C -0.1 0.0 -0.1
C 0.1 0.0 0.2
Sb 0.0 0.0 -0.1
F 0.1 -0.1 0.0
C 0.1 -0.1 0.1
C -0.1 0.1 0.1

Values from the calculation:
- Largest force on an atom: 0.68 eV/Å
- Gap between HOMO and LUMO: 4.89 eV
- Calculated total energy: -7300.01594 a.u.
- ΔE to the lowest compared entry with this formula, charge and spin: 1.466 eV
- Spin multiplicity: 1
- Total charge: +2

(3)
DFT (the ωB97M-V functional and the def2-TZVPD basis) results for a molecular structure, C24H11ClF5N3O8PtS at a distorted geometry.

Each line ends with the natural charge from an NBO analysis.
Positions of all 54 atoms, in Å:
C (-2.59120, 4.06679, -0.65329)  -0.18
F (5.52900, -1.29712, -2.39915)  -0.23
N (-1.24648, 0.68524, -1.29576)  -0.16
H (-0.03370, -2.13483, 6.39646)  0.27
C (-1.69404, 3.04970, -0.94006)  -0.23
H (0.59922, -4.33236, 3.80991)  0.52
C (0.51687, -2.06811, 0.04731)  0.79
H (-2.42972, 3.00273, 4.67760)  0.52
C (-0.57135, -1.42716, 4.45404)  0.15
O (-2.44684, 2.85266, 3.72176)  -0.57
H (1.54385, -2.70128, -1.78664)  0.52
O (0.20493, -1.85541, 1.28079)  -0.65
Pt (-0.95331, -0.27563, 1.67013)  0.96
N (-0.97547, -0.40607, 3.70163)  -0.40
C (-0.69352, 0.33178, -2.47116)  0.22
N (-0.84308, -0.16793, -0.33655)  -0.25
F (4.58261, -3.41917, -4.49480)  -0.24
C (-3.50254, 1.43419, -0.80278)  -0.22
C (-2.17159, 1.75299, -1.00919)  0.14
C (-1.92565, 1.72222, 3.34742)  0.81
C (0.08331, -0.80887, -2.25836)  -0.29
C (-0.05642, -1.06641, -0.89087)  0.10
C (-3.93123, 3.77090, -0.43907)  -0.17
Cl (-1.00786, 1.19231, -3.87621)  0.20
F (5.99692, -0.14116, -5.25965)  -0.21
H (-2.24445, 5.08972, -0.60319)  0.24
C (-1.33757, 0.74875, 4.30666)  0.05
C (4.51130, -2.11093, -4.38179)  0.26
F (3.09747, -1.77711, -6.41670)  -0.24
H (-3.83939, 0.40755, -0.87402)  0.24
O (-1.44186, -3.25711, 3.25701)  -0.51
C (2.85912, -0.28221, -4.50672)  0.61
C (-0.39493, -1.28844, 5.82911)  -0.16
H (-0.64629, 3.25968, -1.11583)  0.24
C (3.62770, -1.23266, -5.34131)  0.22
O (1.34456, -0.87995, -4.24702)  -0.51
O (1.25792, -2.95213, -0.35706)  -0.59
O (0.62683, -3.42312, 4.15343)  -0.65
C (4.53498, -1.27435, -3.23045)  0.37
C (-1.22135, 0.94112, 5.66312)  -0.17
C (5.05236, -1.01423, -5.13622)  0.40
C (3.53116, -0.23271, -3.17886)  -0.30
O (-1.95906, 1.44208, 2.14667)  -0.55
F (2.39322, 0.78893, -5.01055)  -0.24
C (1.04026, -1.42270, -3.17431)  0.89
O (1.72233, -2.44019, -2.75836)  -0.60
H (-1.51025, 1.87207, 6.13292)  0.24
H (-5.43362, 2.23845, -0.35568)  0.24
H (-4.62799, 4.56942, -0.22279)  0.24
H (-0.58126, 0.03302, 7.50651)  0.26
C (-4.38718, 2.46094, -0.51211)  -0.19
S (3.24801, 0.87031, -2.03315)  0.15
C (-0.70616, -0.09256, 6.43985)  -0.11
C (-0.49858, -2.80165, 3.82730)  0.76

Forces on atoms 1 to 6 (eV/Å):
C 0.0 0.0 0.0
F 0.3 0.0 0.4
N 0.0 0.0 -0.1
H 0.0 0.0 0.0
C 0.0 0.0 0.0
H 0.0 0.0 0.0

Values from the calculation:
- Largest force on an atom: 2.86 eV/Å
- Gap between HOMO and LUMO (spin up / spin down): 7.38 / 7.38 eV
- Calculated total energy: -3163.72001 a.u.
- ΔE to the lowest compared entry with this formula, charge and spin: 1.506 eV
- Spin multiplicity: 1
- Total charge: +2